{
  "formula": "C4H14N3",
  "method": "ωB97M-V/def2-TZVPD",
  "species": ["C", "C", "N", "N", "N", "H", "H", "H", "H", "H", "H", "H", "H", "C", "C", "H", "H", "H", "H", "H", "H"],
  "xyz": [[0.4863, -0.8648, -1.1543], [0.2028, -1.3545, 1.2359], [-0.2361, -1.3991, -0.0217], [1.5049, -1.3459, 1.5146], [-0.6695, -1.4305, 2.2415], [-1.2140, -1.6085, -0.1353], [2.1716, -1.0921, 0.8027], [1.8199, -1.0485, 2.4263], [-1.6535, -1.5999, 2.1159], [-0.3242, -1.7071, 3.1295], [1.5111, -0.5701, -1.0144], [0.1147, 0.1457, -1.3525], [0.3372, -1.4080, -2.0791], [-0.8417, 2.6289, -2.3581], [-0.3042, 3.1112, -1.0008], [-0.6353, 1.5978, -2.5681], [-1.9240, 2.6759, -2.4077], [-0.2873, 3.1693, -3.0970], [-1.0149, 3.7637, -0.4741], [0.4813, 3.8439, -1.1438], [-0.0569, 2.3496, -0.2688]],
  "lowdin_charge": [-0.027, -0.428, 0.065, 0.219, 0.215, 0.162, 0.118, 0.140, 0.137, 0.123, 0.088, 0.063, 0.107, -0.145, -0.161, 0.022, 0.070, 0.063, 0.068, 0.062, 0.038],
  "e_lumo_ev": -3.145,
  "total_charge": 1,
  "orbital_gap_ev": 11.2,
  "e_homo_ha": -0.528,
  "max_force_ev_per_a": 2.13,
  "spin_multiplicity": 1,
  "de_lowest_kj_mol": 65.9,
  "e_tot_ev": -8839.3398
}


{
  "formula": "C16H28N2O2",
  "method": "ωB97M-V/def2-TZVPD",
  "species": ["N", "O", "O", "C", "C", "C", "C", "C", "N", "C", "C", "C", "C", "C", "C", "C", "C", "C", "C", "C", "H", "H", "H", "H", "H", "H", "H", "H", "H", "H", "H", "H", "H", "H", "H", "H", "H", "H", "H", "H", "H", "H", "H", "H", "H", "H", "H", "H"],
  "xyz": [[1.6947, 1.0571, 0.1866], [-2.0807, 0.2752, -2.7361], [3.4117, -0.5569, 0.8936], [2.8906, 0.4017, 0.0499], [1.4242, 2.0087, -0.7205], [3.7887, 0.7065, -0.9784], [2.3536, 2.3979, -1.7391], [3.5935, 1.7054, -1.8461], [-1.0550, 1.8361, -0.8463], [0.0436, 2.7592, -0.5384], [-2.4713, -2.1198, -2.4835], [-4.0413, 0.7328, 1.2247], [1.9012, -0.5889, 2.9885], [3.3188, -2.5156, 2.3855], [1.4298, -2.0911, 0.8664], [-1.7026, 1.3895, 0.3614], [-2.8940, -0.6032, -0.6127], [-2.9413, -0.6467, -2.1380], [-3.0509, 0.7762, -0.0126], [2.5230, -1.3637, 1.7408], [-1.9114, 1.0237, -2.0352], [4.8218, 0.3101, -0.9286], [2.0951, 3.3346, -2.3617], [4.3798, 2.1195, -2.4762], [-0.7164, 0.9684, -1.4293], [0.1421, 3.5571, -1.2584], [-0.0380, 3.2255, 0.4509], [-2.7502, -2.2855, -3.5732], [-1.4157, -2.4004, -2.5567], [-2.9971, -2.8744, -1.8837], [-5.0300, 0.4149, 0.8751], [-3.6434, 0.0814, 1.9476], [-4.1970, 1.6740, 1.7582], [2.7794, -0.3700, 3.7524], [1.0594, -1.1573, 3.4908], [1.3919, 0.3242, 2.5904], [2.6908, -3.0724, 3.0374], [3.7119, -3.0867, 1.4782], [4.1128, -2.1868, 3.0295], [0.8006, -1.3675, 0.4228], [0.7848, -2.7716, 1.5049], [1.8868, -2.7840, 0.0870], [-1.8314, 2.3214, 0.9870], [-1.1243, 0.7285, 0.9430], [-3.6263, -1.1554, -0.1934], [-1.9802, -1.1084, -0.3049], [-3.9208, -0.4166, -2.5748], [-3.6112, 1.3935, -0.8248]],
  "lowdin_charge": [0.176, -0.090, -0.010, -0.275, -0.240, -0.037, -0.022, -0.079, -0.088, -0.129, -0.054, -0.055, -0.040, -0.059, -0.037, -0.221, -0.163, -0.425, -0.329, -0.542, 0.060, 0.132, 0.127, 0.113, 0.154, 0.091, 0.118, 0.084, 0.071, 0.071, 0.080, 0.055, 0.071, 0.117, 0.089, 0.057, 0.070, 0.111, 0.070, 0.028, 0.102, 0.105, 0.136, 0.097, 0.075, 0.124, 0.141, 0.170],
  "e_lumo_ev": 0.788,
  "orbital_gap_ev": 9.5,
  "e_homo_ha": -0.320,
  "max_force_ev_per_a": 3.62,
  "spin_multiplicity": 1,
  "smiles": "C[C@@H](CNCc1cccc(OC(C)(C)C)n1)C[C@H](C)O",
  "de_lowest_kj_mol": 443.4,
  "e_tot_ev": -24118.8645
}


{
  "formula": "C31H38LuOP",
  "method": "ωB97M-V/def2-TZVPD",
  "species": ["C", "H", "H", "H", "C", "H", "H", "C", "H", "H", "H", "C", "C", "C", "C", "C", "C", "C", "C", "C", "C", "Lu", "H", "H", "H", "H", "H", "H", "H", "H", "H", "H", "H", "H", "H", "H", "H", "O", "P", "C", "C", "C", "C", "C", "C", "C", "C", "C", "C", "C", "C", "C", "C", "C", "C", "C", "C", "H", "H", "H", "H", "H", "H", "H", "H", "H", "H", "H", "H", "H", "H", "H"],
  "xyz": [[0.2807, 0.3741, -2.3911], [0.1012, -0.6683, -2.1208], [-0.5192, 0.6738, -3.0800], [0.4634, 2.0498, 1.5884], [1.6252, 0.6496, -3.0059], [1.8573, 1.7212, -2.9078], [2.3864, 0.1146, -2.4291], [1.8313, 0.2467, -4.4923], [2.8262, 0.5452, -4.8333], [1.7969, -0.8362, -4.6387], [1.1192, 0.7282, -5.1628], [-2.5204, 1.8628, 0.4104], [-1.7116, 2.8112, -0.3164], [-1.8856, 2.5417, -1.7126], [-2.8210, 1.4872, -1.8434], [-3.2068, 1.0663, -0.5431], [-4.2134, 0.0314, -0.2271], [-3.3305, 0.9207, -3.1116], [-1.1962, 3.2693, -2.8121], [-0.7246, 3.7675, 0.2606], [-2.6944, 1.8272, 1.8801], [0.1660, 1.2751, -0.1213], [-3.5725, -0.1427, -3.0042], [-4.2543, 1.4272, -3.4259], [-2.6150, 1.0212, -3.9360], [-4.3735, -0.6305, -1.0825], [-3.8987, -0.5863, 0.6209], [-5.1877, 0.4741, 0.0272], [-1.7684, 1.5152, 2.3881], [-2.9668, 2.8185, 2.2801], [-3.4848, 1.1179, 2.1566], [-0.1654, 4.3292, -0.4981], [-1.2413, 4.4731, 0.9200], [0.0479, 3.2643, 0.9690], [-1.4131, 2.8161, -3.7859], [-1.5272, 4.3180, -2.8595], [-0.0985, 3.2850, -2.6965], [-0.3087, -0.2355, 1.2649], [0.8988, -1.2136, 1.4345], [2.3105, -0.1324, 1.6721], [2.6578, 0.2547, 2.9876], [3.4281, 1.4004, 3.2022], [3.8498, 2.1766, 2.1134], [3.5661, 1.7749, 0.8082], [2.7995, 0.6200, 0.5733], [0.7565, -2.1951, -0.0624], [-0.5710, -2.5240, -0.4259], [-0.8495, -3.0712, -1.6688], [0.2020, -3.4050, -2.5427], [1.5257, -3.1773, -2.1377], [1.8073, -2.5724, -0.9140], [0.7434, -2.2324, 2.9043], [-0.4935, -2.2911, 3.5602], [-0.6665, -3.1611, 4.6373], [0.3884, -3.9593, 5.0814], [1.6370, -3.8748, 4.4555], [1.8253, -3.0018, 3.3803], [2.2763, -0.3094, 3.8446], [3.6825, 1.6951, 4.2221], [4.4024, 3.1043, 2.2960], [3.9190, 2.3621, -0.0426], [2.6521, 0.2609, -0.4577], [-1.3879, -2.2868, 0.2522], [-1.8884, -3.2500, -1.9603], [-0.0164, -3.8761, -3.5006], [2.3385, -3.4952, -2.7934], [2.8504, -2.4100, -0.5994], [-1.3145, -1.6543, 3.2221], [-1.6397, -3.2196, 5.1213], [0.2377, -4.6558, 5.9080], [2.4645, -4.4917, 4.7955], [2.8057, -2.9126, 2.9051]],
  "lowdin_charge": [-0.140, 0.033, 0.056, 0.020, -0.326, 0.101, 0.076, -0.062, 0.087, 0.076, 0.080, -0.217, -0.342, -0.222, -0.180, -0.192, -0.018, -0.005, -0.014, -0.103, 0.001, 1.617, 0.089, 0.119, 0.079, 0.079, 0.085, 0.110, 0.078, 0.117, 0.095, 0.095, 0.117, -0.001, 0.089, 0.118, 0.083, -0.513, 0.854, -0.298, -0.036, -0.015, -0.031, -0.061, -0.185, -0.291, -0.085, -0.057, -0.036, -0.058, -0.072, -0.301, -0.063, -0.050, -0.038, -0.046, -0.071, 0.122, 0.130, 0.130, 0.123, 0.076, 0.111, 0.123, 0.123, 0.123, 0.126, 0.108, 0.119, 0.124, 0.119, 0.118],
  "e_lumo_ev": [-8.343, -7.905],
  "total_charge": 2,
  "orbital_gap_ev": [5.3, 5.8],
  "e_homo_ha": [-0.500, -0.502],
  "max_force_ev_per_a": 2.84,
  "spin_multiplicity": 1,
  "de_lowest_kj_mol": 70.7,
  "e_tot_ev": -77704.0017
}


{
  "formula": "C3H3NO2",
  "method": "ωB97M-V/def2-TZVPD",
  "species": ["C", "O", "C", "O", "C", "N", "H", "H", "H"],
  "xyz": [[-1.1942, -0.2907, 0.2208], [-0.5274, 0.7988, -0.4280], [0.7970, 0.8530, -0.5117], [1.3874, 1.7524, -1.0360], [1.5372, -0.2868, 0.0856], [2.1146, -1.1780, 0.5407], [-0.4805, -1.0125, 0.6268], [-1.7994, 0.1310, 1.0246], [-1.8347, -0.7671, -0.5229]],
  "lowdin_charge": [-0.031, -0.004, -0.495, 0.160, -0.100, 0.193, 0.076, 0.101, 0.101],
  "e_lumo_ev": 0.051,
  "orbital_gap_ev": 11.8,
  "e_homo_ha": -0.432,
  "max_force_ev_per_a": 1.05,
  "spin_multiplicity": 1,
  "smiles": "COC(=O)C#N",
  "de_lowest_kj_mol": 150.2,
  "e_tot_ev": -8743.5746
}


{
  "formula": "C5H10O",
  "method": "ωB97M-V/def2-TZVPD",
  "species": ["C", "C", "C", "O", "C", "C", "H", "H", "H", "H", "H", "H", "H", "H", "H", "H"],
  "xyz": [[2.1764, -0.2675, 0.4322], [0.3897, -0.0198, -0.7216], [-0.5818, -0.1331, 0.3391], [-0.2666, -1.0890, 1.1759], [-1.6455, 0.8990, 0.5622], [-1.8926, -0.0586, -0.5689], [2.6737, -0.7618, -0.4057], [2.6943, -0.6301, 1.3350], [2.3706, 0.8075, 0.4015], [0.6053, -0.9569, -1.2219], [0.5322, 0.8829, -1.3179], [1.0985, -0.7561, 0.9078], [-2.2117, 0.7138, 1.4711], [-1.4987, 1.9490, 0.3156], [-2.5466, -0.9134, -0.4361], [-1.8458, 0.3351, -1.5812]],
  "lowdin_charge": [-0.073, 0.086, -0.699, -0.102, -0.063, -0.039, 0.044, 0.062, 0.047, 0.109, 0.117, 0.080, 0.116, 0.108, 0.112, 0.095],
  "e_lumo_ev": 0.275,
  "orbital_gap_ev": 8.7,
  "e_homo_ha": -0.309,
  "max_force_ev_per_a": 0.34,
  "spin_multiplicity": 1,
  "de_lowest_kj_mol": 514.1,
  "e_tot_ev": -7389.4370
}


Which formula does entry 4 have? C3H3NO2


Number 5 is which compound? C5H10O